Entry from the OMol25 dataset: C16H14ClN4O4SSn as an isolated structure (the ωB97M-V functional and the def2-TZVPD basis).

Results
Charge: +1
Energy above the lowest of the compared OMol25 structures with the same formula, charge and spin in kJ/mol: 146.3
E_LUMO in eV: -3.856

Element x y z (Å)
Sn  0.906  -0.783  -0.235
C  -0.882  2.904  -2.313
C  -0.718  1.508  -1.813
N  -0.526  1.232  -0.569
N  -0.646  2.278  0.290
C  -0.305  2.207  1.509
N  -0.562  3.180  2.394
S  0.584  0.792  2.280
C  -0.839  0.357  -2.727
C  -1.281  0.499  -4.033
C  -1.440  -0.634  -4.819
C  -1.158  -1.875  -4.277
C  -0.712  -1.930  -2.964
N  -0.562  -0.848  -2.215
H  -0.369  3.591  -1.647
H  -1.940  3.176  -2.329
H  -0.482  3.013  -3.318
H  -1.058  4.007  2.102
H  -0.179  3.139  3.321
H  -1.513  1.474  -4.436
H  -1.774  -0.546  -5.843
H  -1.274  -2.782  -4.852
H  -0.467  -2.875  -2.494
O  -0.780  0.153  3.066
C  -1.493  -0.809  2.473
O  -1.326  -1.243  1.367
H  -2.296  -1.134  3.144
Cl  5.262  5.671  -4.069
C  4.465  4.354  -3.294
C  4.185  4.429  -1.936
C  3.550  3.370  -1.316
C  3.191  2.241  -2.049
C  3.474  2.180  -3.412
C  4.115  3.234  -4.037
C  2.484  1.119  -1.396
O  2.075  0.140  -2.083
O  2.240  1.159  -0.149
H  4.469  5.309  -1.376
H  3.326  3.403  -0.259
H  3.190  1.297  -3.967
H  4.346  3.196  -5.092

Cartesian forces (eV/Å) of the 3 atoms listed first:
Sn 0.089 0.593 -0.798
C -0.089 -0.005 -0.016
C -0.110 0.307 0.363

---

Entry from the OMol25 dataset: C16H14EuF9IN2O as an isolated structure (the ωB97M-V functional and the def2-TZVPD basis).

Results
Charge: 0
⟨S²⟩: 15.76
Multiplicity: 8
E_LUMO (alpha / beta) in eV: -1.175 / -1.172

Element x y z (Å)
C  0.106  1.812  1.800
C  0.571  -2.697  1.142
H  1.085  1.941  1.303
H  -0.011  2.639  2.509
H  -0.695  1.915  1.052
H  0.931  -3.234  0.236
H  1.360  -2.648  1.895
H  -0.368  -3.104  1.512
C  0.110  2.547  -1.954
C  0.185  3.413  -3.053
C  0.055  2.858  -4.334
C  -0.152  1.489  -4.478
H  0.247  2.903  -0.926
H  0.343  4.475  -2.885
H  0.119  3.491  -5.213
H  -0.234  1.013  -5.453
N  -0.143  1.232  -2.092
C  -0.248  0.675  -3.336
C  -0.459  -0.790  -3.407
N  -0.584  -1.458  -2.225
C  -0.666  -2.804  -2.179
C  -0.648  -2.901  -4.576
C  -0.715  -3.569  -3.348
H  -0.681  -3.236  -1.177
H  -0.807  -4.647  -3.272
C  -0.512  -1.511  -4.611
H  -0.433  -0.957  -5.546
H  -0.692  -3.458  -5.509
Eu  0.391  -0.392  -0.291
I  3.335  0.099  -0.411
F  -1.598  2.273  4.071
C  -1.431  0.943  4.284
F  -1.599  0.713  5.608
F  -2.408  0.300  3.598
C  -0.040  0.443  3.802
O  0.022  0.492  2.374
C  1.161  1.182  4.473
F  1.354  0.735  5.738
F  2.286  0.953  3.752
F  0.986  2.530  4.514
C  0.083  -1.060  4.104
F  -0.105  -1.381  5.409
F  -0.824  -1.734  3.359
F  1.324  -1.483  3.742

Cartesian forces (eV/Å) of the 3 atoms listed first:
C 0.256 0.585 -0.421
C -0.126 0.807 -1.502
H -0.177 -0.237 0.236

---

Entry from the OMol25 dataset: C16H14IrN3O3S as an isolated structure (the ωB97M-V functional and the def2-TZVPD basis).

Results
Charge: +2
Energy above the lowest of the compared OMol25 structures with the same formula, charge and spin in kJ/mol: 26.2
E_LUMO in eV: -7.727

Element x y z (Å)
Ir  0.769  -0.027  -0.135
C  -0.262  -4.049  -0.856
C  -1.316  -4.249  0.019
C  -1.838  -3.172  0.726
C  -1.280  -1.927  0.547
N  -0.217  -1.756  -0.288
C  0.281  -2.784  -0.980
C  -1.794  -0.642  1.044
C  -2.953  -0.361  1.745
C  -3.336  0.969  1.871
C  -2.630  1.972  1.213
C  -1.483  1.628  0.524
N  -1.050  0.359  0.560
C  -0.713  2.425  -0.442
C  -0.943  3.742  -0.773
C  -0.220  4.305  -1.818
C  0.711  3.537  -2.500
C  0.919  2.229  -2.110
N  0.218  1.687  -1.102
H  0.156  -4.863  -1.430
H  -1.741  -5.236  0.146
H  -2.680  -3.298  1.392
H  1.138  -2.576  -1.606
H  -3.558  -1.155  2.158
H  -4.231  1.218  2.424
H  -2.989  2.991  1.211
H  -1.682  4.320  -0.237
H  -0.390  5.335  -2.100
H  1.283  3.945  -3.322
H  1.659  1.595  -2.578
C  4.536  -0.629  1.367
S  3.146  -0.990  0.371
O  2.763  0.321  -0.367
O  3.405  -2.059  -0.528
O  1.894  -1.121  1.234
H  5.181  0.010  0.763
H  5.035  -1.572  1.585
H  4.213  -0.120  2.271

Cartesian forces (eV/Å) of the 3 atoms listed first:
Ir -0.412 1.110 0.549
C -0.020 -0.017 0.005
C -0.006 -0.008 0.003

---

Entry from the OMol25 dataset: C16H14N2O5S in the gas phase (the ωB97M-V functional and the def2-TZVPD basis).

Results
Charge: 0
Energy above the lowest of the compared OMol25 structures with the same formula, charge and spin in kJ/mol: 190.2
SMILES: O=C(O)CCC(=O)Nc1ccc(Sc2ccc([N+](=O)[O-])cc2)cc1
E_LUMO in eV: -0.457

Element x y z (Å)
O  2.260  -5.854  2.030
C  1.915  -4.826  2.536
O  0.621  -4.440  2.561
C  2.829  -3.813  3.183
C  3.546  -2.955  2.128
C  2.849  -1.681  1.661
O  3.498  -0.751  1.237
N  1.490  -1.699  1.743
C  0.587  -0.694  1.397
C  0.977  0.539  0.877
C  0.025  1.489  0.565
C  -1.322  1.213  0.748
S  -2.557  2.451  0.395
C  -2.323  2.782  -1.314
C  -1.588  1.951  -2.158
C  -1.472  2.263  -3.494
C  -2.095  3.403  -3.995
N  -1.972  3.723  -5.386
O  -2.537  4.720  -5.790
O  -1.311  2.977  -6.083
C  -2.842  4.231  -3.160
C  -2.955  3.919  -1.826
C  -1.721  -0.008  1.271
C  -0.770  -0.955  1.594
H  0.057  -5.115  2.149
H  3.584  -4.378  3.731
H  2.271  -3.192  3.884
H  4.515  -2.635  2.516
H  3.750  -3.560  1.240
H  1.048  -2.536  2.101
H  2.023  0.750  0.729
H  0.330  2.447  0.172
H  -1.113  1.063  -1.770
H  -0.907  1.634  -4.165
H  -3.317  5.106  -3.575
H  -3.527  4.547  -1.161
H  -2.769  -0.211  1.424
H  -1.077  -1.906  2.004

Cartesian forces (eV/Å) of the 3 atoms listed first:
O 0.103 -0.063 -0.040
C 0.190 -0.289 0.065
O -0.560 0.297 0.184

---

Entry from the OMol25 dataset: C16H14N4O3PdS as an isolated structure (the ωB97M-V functional and the def2-TZVPD basis).

Results
Charge: +2
⟨S²⟩: 2.04
Energy above the lowest of the compared OMol25 structures with the same formula, charge and spin in kJ/mol: 319.0
Multiplicity: 3
E_LUMO (alpha / beta) in eV: -7.321 / -10.363

Element x y z (Å)
Pd  -1.087  1.910  1.473
O  -0.704  1.624  -1.591
C  -0.592  1.227  -2.709
O  1.391  -1.334  -1.419
C  1.002  -1.043  -2.516
O  1.396  -1.818  -3.485
N  0.133  0.036  -3.115
C  0.982  -1.377  -4.796
C  0.166  -0.201  -4.630
H  0.441  -2.222  -5.181
H  1.904  -1.196  -5.311
H  -0.855  -0.334  -4.996
H  0.565  0.682  -5.132
C  -1.246  2.049  -3.793
C  -1.700  3.297  -3.481
H  -1.324  1.674  -4.784
H  -1.545  3.711  -2.527
H  -2.209  3.889  -4.211
N  -0.039  -1.583  3.631
C  0.868  -0.694  4.185
C  1.468  -0.601  5.427
C  2.189  0.593  5.719
C  2.333  1.644  4.800
C  1.691  1.568  3.546
C  0.906  0.426  3.304
N  -0.093  0.277  2.377
C  -0.560  -0.993  2.479
C  -1.356  -1.523  1.408
C  -1.949  -2.733  1.152
S  -2.696  -2.731  -0.403
C  -2.140  -1.115  -0.650
N  -1.546  -0.607  0.370
H  -0.201  -2.516  3.961
H  1.364  -1.409  6.142
H  2.655  0.715  6.696
H  2.933  2.530  5.035
H  1.736  2.317  2.740
H  -1.953  -3.585  1.836
H  -2.331  -0.556  -1.552

Cartesian forces (eV/Å) of the 3 atoms listed first:
Pd 0.122 -0.795 -0.873
O 0.299 -0.270 2.412
C 0.919 -0.813 -1.579

---

Entry from the OMol25 dataset: C16H14N4O4PtS2 as an isolated structure (the ωB97M-V functional and the def2-TZVPD basis).

Results
Charge: +2
⟨S²⟩: 6.07
Multiplicity: 5
E_LUMO (alpha / beta) in eV: -6.923 / -9.403

Element x y z (Å)
Pt  1.855  -1.177  -0.433
O  2.200  -0.774  -2.615
N  1.898  0.335  -3.072
N  1.514  1.215  -2.163
O  1.406  0.850  -0.932
C  1.248  2.496  -2.572
C  0.711  3.453  -1.661
C  0.293  4.652  -2.137
C  0.383  4.919  -3.529
C  1.010  4.043  -4.403
C  1.453  2.807  -3.941
H  0.649  3.202  -0.617
H  -0.127  5.377  -1.476
H  0.047  5.884  -3.873
H  1.122  4.284  -5.462
H  1.975  2.097  -4.587
O  2.706  -1.460  3.819
C  1.525  -1.513  4.290
C  1.363  -1.377  5.686
C  0.127  -1.567  6.257
C  -0.957  -1.927  5.409
C  -0.815  -1.976  4.019
C  0.382  -1.754  3.408
C  0.500  -1.770  2.019
O  1.800  -1.744  1.599
N  -0.498  -1.632  1.209
N  -0.158  -1.627  -0.118
C  -1.151  -1.729  -0.962
S  -0.971  -1.849  -2.724
C  -2.726  -1.581  -3.021
C  -3.492  -2.222  -1.870
S  -2.697  -1.841  -0.288
H  2.630  -1.572  2.831
H  2.245  -1.182  6.251
H  0.037  -1.359  7.314
H  -1.911  -2.197  5.870
H  -1.677  -2.111  3.387
H  -2.949  -2.081  -3.966
H  -2.937  -0.512  -3.132
H  -3.509  -3.289  -1.976
H  -4.504  -1.790  -1.837

Cartesian forces (eV/Å) of the 3 atoms listed first:
Pt 0.684 -0.219 -0.079
O -0.467 0.364 0.205
N 0.888 -1.027 -0.830